1.
C29H35N7O4S3SbSe4Si2Tc | the ωB97M-V functional and the def2-TZVPD basis

Structure (ORCA input):
```
! wB97M-V def2-TZVPD RIJCOSX def2/J DEFGRID3
* xyz 0 1
Tc 0.674 -0.385 -0.341
N -3.203 5.055 5.754
C -2.358 4.178 5.126
C -2.237 2.856 5.580
C -1.409 1.968 4.930
C -0.682 2.386 3.820
C -0.784 3.693 3.363
C -1.616 4.583 4.008
S 0.365 1.234 3.033
O 0.639 0.153 3.932
O 1.527 2.124 2.662
N -0.225 0.781 1.626
C -1.405 0.102 1.560
N -1.511 -0.480 0.350
C -2.618 -1.152 0.076
C -3.638 -1.258 1.006
C -3.419 -0.651 2.235
N -2.314 0.032 2.526
H -3.576 4.816 6.654
H -3.137 6.034 5.546
H -2.800 2.534 6.448
H -1.316 0.947 5.276
H -0.194 4.018 2.515
H -1.692 5.606 3.658
H -2.689 -1.598 -0.912
H -4.546 -1.801 0.792
H -4.161 -0.718 3.024
C 5.290 0.334 -0.910
Si 4.011 -1.032 -0.840
C 4.218 -1.797 0.842
C 4.180 -2.427 -2.083
N 2.384 -0.209 -1.195
C 2.358 0.618 -2.264
C 3.311 0.608 -3.320
C 3.166 1.412 -4.406
C 2.049 2.274 -4.507
C 1.114 2.315 -3.521
C 1.228 1.504 -2.349
N 0.394 1.463 -1.292
Si -0.985 2.639 -1.283
C -2.183 2.516 0.144
C -0.229 4.349 -1.191
C -2.031 2.343 -2.824
H 6.288 -0.117 -0.928
H 5.233 0.917 0.015
H 5.214 1.033 -1.741
H 5.301 -1.964 0.912
H 3.737 -2.764 0.940
H 3.933 -1.143 1.661
H 4.878 -3.168 -1.685
H 4.506 -2.164 -3.088
H 3.205 -2.916 -2.172
H 4.152 -0.060 -3.283
H 3.896 1.375 -5.204
H 1.921 2.887 -5.390
H 0.260 2.954 -3.652
H -1.756 2.660 1.138
H -2.777 1.600 0.132
H -2.879 3.342 -0.046
H 0.363 4.427 -0.274
H -1.025 5.099 -1.143
H 0.426 4.605 -2.023
H -1.697 1.477 -3.397
H -2.034 3.209 -3.492
H -3.065 2.162 -2.521
Se 1.447 -4.346 1.354
Sb 1.620 -3.201 3.808
Se 2.901 1.380 1.522
Se 0.978 -2.024 1.249
Se -0.325 -3.852 4.880
O -0.205 -5.414 -4.714
S -1.276 -4.617 -4.204
O -2.513 -4.537 -4.918
N -0.719 -3.065 -3.923
C -0.750 -2.780 -2.672
S -0.248 -1.108 -2.346
C -1.254 -3.843 -1.757
C -1.457 -3.846 -0.390
C -1.971 -4.993 0.205
C -2.277 -6.117 -0.552
C -2.082 -6.116 -1.934
C -1.577 -4.969 -2.498
H -1.211 -2.981 0.211
H -2.114 -5.010 1.278
H -2.668 -7.001 -0.066
H -2.324 -6.981 -2.539
*
```

Calculated values
LUMO (spin up / spin down) ... -2.22 / -2.22 eV
Frontier orbital gap (spin up / spin down) ... 4.97 / 4.97 eV
Energy relative to the best compared isomer or geometry (same formula, charge and spin) ... 118.2 kJ/mol

---

2.
C29H35O5PbTe | the ωB97M-V functional and the def2-TZVPD basis

Structure (ORCA input):
```
! wB97M-V def2-TZVPD RIJCOSX def2/J DEFGRID3
* xyz -1 1
C 2.575 1.141 -3.381
C 1.953 2.158 -2.398
C 2.874 -0.213 -2.626
C 2.966 0.237 -1.181
H 3.793 -0.675 -3.016
H 2.018 -0.901 -2.768
C 1.955 1.371 -1.096
H 0.913 2.417 -2.683
H 2.549 3.080 -2.228
C 0.588 0.591 -0.890
H 2.203 1.921 -0.159
H 4.014 0.553 -0.965
C 2.477 -0.805 -0.067
C 1.704 0.806 -4.576
C 3.855 1.671 -3.974
O 4.946 1.147 -3.743
O 0.517 1.054 -4.700
O 2.454 0.192 -5.515
O 3.831 2.735 -4.795
C 2.675 3.592 -5.029
H 1.977 3.704 -4.162
H 2.108 3.228 -5.912
H 3.142 4.564 -5.266
C 1.714 -0.111 -6.710
H 0.966 -0.902 -6.496
H 2.441 -0.474 -7.443
H 1.232 0.818 -7.079
O 1.055 -0.297 0.122
H 0.253 0.212 -1.916
H -0.178 1.365 -0.570
C 3.355 -0.709 1.153
C 2.374 -2.252 -0.572
H 3.117 -2.591 -1.342
H 1.345 -2.386 -0.974
H 2.521 -2.922 0.293
H 2.763 -1.154 1.960
H 3.603 0.338 1.352
H 4.306 -1.291 1.095
Pb -1.429 -0.758 2.150
C -1.804 1.442 3.961
C -0.561 1.859 3.392
C -0.838 2.476 2.142
H 0.406 1.810 3.879
C -2.238 2.416 1.919
C -2.842 1.777 3.035
H -3.921 1.649 3.186
H -1.963 1.033 4.959
H -0.124 3.018 1.501
H -2.781 2.862 1.070
C -3.131 -2.357 0.453
C -4.032 -1.403 1.046
C -3.977 -0.210 0.260
H -4.698 -1.565 1.894
C -3.054 -0.424 -0.808
C -2.534 -1.746 -0.695
H -1.888 -2.224 -1.415
H -3.021 -3.385 0.775
H -4.583 0.684 0.424
H -2.862 0.289 -1.610
Te -0.160 -2.770 3.823
C -2.017 -2.631 4.874
C -1.936 -1.866 6.051
C -3.096 -1.648 6.807
C -4.332 -2.124 6.339
C -4.405 -2.878 5.157
C -3.250 -3.110 4.390
H -0.953 -1.469 6.321
H -3.065 -1.132 7.765
H -5.238 -1.922 6.920
H -5.379 -3.277 4.867
H -3.251 -3.628 3.424
*
```

Calculated values
LUMO ... 2.15 eV
Frontier orbital gap ... 6.23 eV

---

3.
C29H36BiN9O2P | the ωB97M-V functional and the def2-TZVPD basis

Structure (ORCA input):
```
! wB97M-V def2-TZVPD RIJCOSX def2/J DEFGRID3
* xyz 1 1
Bi 0.491 0.218 0.151
C -3.839 0.937 3.961
N -2.602 1.255 3.254
C -1.797 2.328 3.525
C -0.768 2.272 2.632
N -0.943 1.180 1.830
C -2.049 0.567 2.224
P -2.978 -0.793 1.482
C -2.774 -0.506 -0.308
N -2.048 -1.274 -1.104
C -2.300 -0.814 -2.370
C -3.152 0.261 -2.321
N -3.451 0.446 -1.005
C -4.268 1.505 -0.437
C -1.784 -2.140 1.710
N -0.661 -2.074 2.405
C -0.166 -3.354 2.425
C -0.992 -4.184 1.725
N -2.025 -3.403 1.288
C -3.144 -3.831 0.460
H -3.874 1.526 4.874
H -4.706 1.179 3.349
H -3.869 -0.116 4.225
H -2.017 3.028 4.309
H 0.042 2.964 2.498
H -1.840 -1.269 -3.231
H -3.548 0.904 -3.087
H -4.525 2.216 -1.218
H -5.188 1.098 -0.013
H -3.698 2.037 0.322
H 0.743 -3.601 2.944
H -0.949 -5.238 1.515
H -3.209 -4.915 0.489
H -4.072 -3.414 0.849
H -3.001 -3.494 -0.567
C 1.233 1.243 -4.313
C 0.903 1.206 -2.853
N 1.403 0.324 -2.070
O 2.219 -0.615 -2.648
C -0.006 2.185 -2.258
C -0.532 3.338 -3.048
N -0.378 2.012 -1.010
O -1.202 2.802 -0.449
H 1.381 0.234 -4.684
H 2.168 1.787 -4.465
H 0.451 1.737 -4.884
H 2.609 -1.081 -1.870
H 0.262 3.804 -3.634
H -0.954 4.068 -2.362
H -1.320 3.026 -3.735
C 2.373 1.374 0.744
C 2.232 2.634 1.531
C 2.502 2.651 2.898
C 2.336 3.809 3.643
C 1.897 4.976 3.029
C 1.640 4.974 1.664
C 1.808 3.815 0.922
H 2.969 0.636 1.280
H 2.835 1.557 -0.226
H 2.838 1.741 3.383
H 2.553 3.801 4.703
H 1.768 5.881 3.606
H 1.304 5.879 1.175
H 1.590 3.820 -0.140
C 5.714 -4.649 1.664
C 4.820 -3.669 0.961
C 5.271 -2.405 0.590
C 4.420 -1.549 -0.082
N 3.163 -1.873 -0.396
C 2.725 -3.084 -0.046
C 3.508 -3.998 0.629
H 6.566 -4.153 2.123
H 6.097 -5.382 0.952
H 5.167 -5.195 2.433
H 6.280 -2.090 0.822
H 4.751 -0.562 -0.381
H 1.704 -3.321 -0.319
H 3.101 -4.967 0.891
*
```

Calculated values
LUMO ... -2.15 eV
Frontier orbital gap ... 8.22 eV
Energy relative to the best compared isomer or geometry (same formula, charge and spin) ... 0.0 kJ/mol

---

| no. | F_max (eV/A) |
| --- | --- |
| 1 | 2.473 |
| 2 | 3.503 |
| 3 | 0.574 |